Density functional theory data (ωB97M-V/def2-TZVPD) for 8 unconnected molecules or ions with the total composition C44H41BF9.

```
95
Properties=species:S:1:pos:R:3:forces:R:3:lowdin_charge:R:1
F -1.72610 -3.13682 -2.38964 0.1 -0.2 0.0 -0.15
B -1.90952 -1.86379 -3.12116 0.0 -0.1 0.2 -0.57
C -3.18205 -1.11564 -2.42453 0.4 0.0 -0.4 -0.20
C -4.38863 -1.99442 -2.34847 -0.2 -0.1 0.0 -0.24
F -5.55883 -1.35512 -2.84016 -0.3 0.2 -0.1 -0.12
H -2.15006 -2.12070 -4.31989 0.2 0.1 0.3 0.05
H -0.87051 -1.19999 -2.96677 -0.2 -0.2 -0.1 0.03
H -2.90805 -0.76391 -1.43526 0.0 0.2 0.2 0.05
H -3.45518 -0.25726 -3.03200 0.0 0.3 -0.1 0.09
H -4.64662 -2.28371 -1.33705 0.1 -0.2 0.3 0.09
H -4.27582 -2.88901 -2.94567 0.0 -0.3 -0.3 0.10
F -0.27175 0.27126 -4.84413 0.0 0.1 -0.5 0.07
C 0.75676 0.99624 -4.40812 0.0 0.0 0.3 -0.29
C 1.55663 1.68052 -5.30242 0.0 0.0 0.0 -0.02
C 2.61010 2.43485 -4.80189 0.0 0.0 0.0 -0.09
C 2.84851 2.49355 -3.43676 0.0 0.0 0.0 -0.10
C 2.02793 1.79314 -2.56114 0.0 0.0 0.0 -0.08
C 0.97262 1.03819 -3.04210 0.0 0.1 0.0 -0.01
H 1.34866 1.61618 -6.36165 0.0 0.0 0.0 0.11
H 3.24585 2.97994 -5.48452 0.0 0.0 0.0 0.08
H 3.66876 3.08720 -3.05433 0.0 0.0 0.0 0.08
H 2.20964 1.83833 -1.49690 0.0 0.0 0.0 0.08
H 0.30203 0.47559 -2.40704 0.0 0.0 0.0 0.08
F 4.35554 1.52263 -0.47872 0.1 0.0 0.1 0.06
C 5.38085 2.26911 -0.02739 -0.2 -0.1 -0.1 -0.28
C 6.18131 2.91125 -0.94923 0.0 0.0 0.0 -0.01
C 7.23281 3.68069 -0.47525 0.0 0.0 -0.1 -0.09
C 7.46915 3.79364 0.88685 0.0 0.0 0.0 -0.10
C 6.64417 3.13184 1.78470 0.0 0.0 0.1 -0.09
C 5.58414 2.35996 1.33360 0.0 0.0 0.0 -0.01
H 5.97672 2.79970 -2.00468 0.0 0.0 0.0 0.11
H 7.87148 4.19548 -1.18046 0.0 0.0 0.0 0.10
H 8.29216 4.39449 1.24728 0.0 0.0 0.0 0.10
H 6.82384 3.21430 2.84806 0.0 0.0 0.0 0.10
H 4.92174 1.83894 2.01030 0.0 0.0 0.0 0.12
F -3.96075 -0.87653 0.58772 -0.2 -0.2 0.1 0.06
C -4.85052 -0.11610 1.24370 0.4 0.0 -0.1 -0.27
C -4.33259 0.90449 2.01215 -0.1 0.1 0.1 -0.01
C -5.21060 1.71973 2.70644 0.0 0.0 0.0 -0.08
C -6.57907 1.49706 2.62333 0.0 0.0 0.0 -0.11
C -7.06415 0.46252 1.83326 -0.1 0.0 0.0 -0.09
C -6.20124 -0.36100 1.12320 0.0 0.0 0.0 0.00
H -3.26391 1.04102 2.03631 0.0 0.1 0.1 0.09
H -4.82162 2.53192 3.30629 0.0 0.0 0.0 0.10
H -7.26687 2.13260 3.16416 0.0 0.0 0.0 0.09
H -8.13043 0.29357 1.76144 0.0 0.0 0.0 0.10
H -6.54990 -1.16234 0.48727 0.0 0.0 0.0 0.12
F -1.47880 2.19681 2.49865 0.2 0.1 0.1 0.03
C -0.45775 1.36037 2.16906 -0.3 0.1 -0.1 -0.28
C 0.44941 1.00982 3.14401 0.0 0.0 0.0 -0.03
C 1.47184 0.13981 2.79111 0.1 0.0 0.1 -0.09
C 1.56382 -0.35497 1.49877 0.0 0.0 0.0 -0.09
C 0.62679 0.01887 0.54587 0.0 0.0 -0.1 -0.06
C -0.40193 0.88892 0.87429 0.1 -0.1 0.0 0.00
H 0.34985 1.40754 4.14401 0.0 0.0 0.0 0.11
H 2.19488 -0.15791 3.53890 0.0 0.0 0.0 0.10
H 2.35696 -1.03998 1.23414 0.0 0.0 0.0 0.10
H 0.68480 -0.37548 -0.45927 0.0 -0.1 0.0 0.10
H -1.15347 1.18026 0.15330 0.0 0.0 0.0 0.12
F -0.23444 -8.25382 -0.06679 0.0 0.1 0.0 0.03
C -0.97556 -7.20282 0.38296 0.2 -0.2 -0.1 -0.29
C -1.63787 -7.34731 1.58377 0.0 0.1 0.0 -0.04
C -2.39144 -6.27431 2.04242 0.0 -0.2 0.0 -0.10
C -2.46892 -5.10420 1.30302 0.0 0.1 0.0 -0.09
C -1.78996 -4.99262 0.09675 0.0 0.1 -0.1 -0.05
C -1.02953 -6.05436 -0.37468 0.0 0.0 0.0 0.00
H -1.56040 -8.27549 2.13362 0.0 0.0 0.0 0.11
H -2.92088 -6.36118 2.98070 0.0 0.0 0.0 0.08
H -3.05792 -4.27331 1.66600 0.0 0.0 0.0 0.10
H -1.84537 -4.09108 -0.50396 0.0 0.0 0.0 0.09
H -0.49505 -5.98293 -1.31145 0.0 0.0 0.0 0.12
F -3.09271 -4.42424 4.43105 0.0 0.1 0.1 0.06
C -2.90697 -4.70939 5.73288 0.0 0.0 -0.2 -0.28
C -3.44348 -3.85994 6.67786 0.0 0.0 0.0 -0.01
C -3.24757 -4.16549 8.01609 0.0 0.1 0.1 -0.09
C -2.52758 -5.29183 8.38606 0.0 0.0 0.0 -0.11
C -1.99918 -6.12160 7.40780 0.0 -0.1 0.0 -0.09
C -2.18588 -5.83831 6.06330 0.0 0.0 0.1 -0.01
H -3.99589 -2.98704 6.36045 0.0 0.0 0.0 0.12
H -3.66305 -3.51473 8.77368 0.0 0.0 0.0 0.10
H -2.37754 -5.52116 9.43165 0.0 0.0 0.0 0.10
H -1.43226 -6.99876 7.68915 0.0 0.0 0.0 0.10
H -1.78397 -6.46653 5.28090 0.0 0.0 0.0 0.11
F 4.24756 4.50523 -6.98862 0.0 0.1 0.0 0.05
C 4.29667 5.67645 -6.31721 0.0 -0.2 -0.1 -0.29
C 3.23444 6.54711 -6.43090 0.0 0.0 0.0 -0.01
C 3.29710 7.74495 -5.73583 -0.1 0.1 0.0 -0.08
C 4.40057 8.05228 -4.95373 0.0 0.0 0.0 -0.10
C 5.45081 7.15104 -4.86201 0.1 0.0 0.0 -0.09
C 5.40673 5.94488 -5.54494 0.0 0.0 0.0 -0.02
H 2.38582 6.28172 -7.04490 0.0 0.0 0.0 0.12
H 2.47124 8.43960 -5.80507 0.0 0.0 0.0 0.10
H 4.43977 8.98794 -4.41441 0.0 0.0 0.0 0.10
H 6.31335 7.38352 -4.25230 0.0 0.0 0.0 0.10
H 6.20632 5.22008 -5.48491 0.0 0.0 0.0 0.12
```
Forces are in eV/Å.

Calculated values
**Gap between HOMO and LUMO**: 0.254 Eh
**Calculated total energy**: -71428.6183 eV
**2S+1**: 1
**Net charge**: -1